Entry 1:
Below is a molecular structure, C18H26ClN5O4SiY at a distorted geometry, with properties calculated with ωB97M-V with the def2-TZVPD basis set.

The geometry in XYZ format:
```
56
Properties=species:S:1:pos:R:3
Y -0.1862 -0.5198 -0.7881
C 3.3056 -2.0489 -1.5151
C 2.9744 -1.8253 -0.0654
C 3.8300 -2.2104 0.9494
C 3.4542 -1.9447 2.2689
C 2.2482 -1.3507 2.5431
C 1.3722 -1.0347 1.4751
N 1.7963 -1.2445 0.1916
N 0.1350 -0.5251 1.5662
Si -0.8590 -0.4820 2.9696
C -0.8811 -2.1512 3.8703
C -0.3133 0.8321 4.2405
C -2.6204 -0.0810 2.4323
H 4.3585 -1.8521 -1.7139
H 2.6975 -1.4050 -2.1492
H 3.1019 -3.0858 -1.7908
H 4.7717 -2.6908 0.7231
H 4.1244 -2.2016 3.0812
H 1.9444 -1.1192 3.5555
H 0.0512 -2.3460 4.4046
H -1.0213 -2.9567 3.1450
H -1.6998 -2.1998 4.5918
H 0.3887 0.4208 4.9708
H -1.1790 1.2060 4.7921
H 0.1739 1.6890 3.7687
H -2.6416 0.5982 1.5792
H -3.2020 0.3716 3.2396
H -3.1316 -0.9937 2.1227
C -1.2156 3.4239 1.1212
C -0.8380 2.7725 -0.2002
C -0.4475 3.8077 -1.2466
O 0.2934 1.8909 -0.0248
C -2.0801 1.9862 -0.7280
O -3.1016 2.6176 -0.9330
O -1.9120 0.7229 -0.9115
H -0.4333 4.1063 1.4618
H -1.3972 2.6676 1.8898
H -2.1369 3.9843 0.9745
H 0.3170 4.4795 -0.8525
H -1.3260 4.3829 -1.5330
H -0.0473 3.3038 -2.1282
H 0.4136 1.7379 0.9197
Cl -2.4314 -2.4731 -0.4483
C -0.8219 -2.6483 -1.3045
H -1.0898 -2.9519 -2.3190
H -0.3612 -3.5186 -0.8282
N -1.7505 -0.2464 -3.7083
C -0.4117 -0.0240 -3.8649
O 0.3457 0.0023 -2.8369
C 0.0893 0.1495 -5.1678
C 1.4805 0.2415 -5.3984
N 2.6150 0.3054 -5.6049
C -0.7726 0.2140 -6.2809
N -1.4813 0.2770 -7.1924
H -2.3419 -0.0596 -4.5023
H -2.1493 -0.0007 -2.8109
```

## Properties
* net charge: -1
* orbital gap: 7.92 eV
* highest occupied orbital energy: -0.20007 Ha
* energy relative to the best compared isomer or geometry (same formula, charge and spin): 0.607 eV

Atomic partial charges in e from the natural (NBO) method, atoms 1 to 5: atom 1 (Y): 2.05, atom 2 (C): -0.65, atom 3 (C): 0.28, atom 4 (C): -0.34, atom 5 (C): -0.13

=====

Entry 2:
Below is C3H7NO2S in the gas phase at a distorted geometry, with properties calculated with ωB97M-V with the def2-TZVPD basis set.

The geometry in XYZ format:
```
14
Properties=species:S:1:pos:R:3
N 0.5710 -1.3446 0.9898
C 0.0876 -0.1224 0.3208
C 0.8099 0.0775 -1.0026
S 2.5478 0.3768 -0.8193
C -1.4338 0.0752 0.2733
O -2.0749 -0.5811 1.0715
O -2.0164 0.9491 -0.5421
H 0.9646 -1.1578 1.9028
H -0.3491 -1.7636 1.1590
H 0.2882 0.7857 0.9111
H 0.6510 -0.6326 -1.8227
H 0.3000 0.9328 -1.5015
H 2.6118 1.6656 -0.5705
H -2.9578 0.7393 -0.3698
```

## Properties
* orbital gap: 9.73 eV
* highest occupied orbital energy: -0.33746 Ha
* SMILES string: N[C@@H](CS)C(=O)O
* energy relative to the best compared isomer or geometry (same formula, charge and spin): 1.060 eV

Atomic partial charges in e from the natural (NBO) method, atoms 1 to 5: atom 1 (N): -0.82, atom 2 (C): -0.16, atom 3 (C): -0.56, atom 4 (S): 0.00, atom 5 (C): 0.77

=====

Entry 3:
Below is C3H5N3O in the gas phase at a distorted geometry, with properties calculated with ωB97M-V with the def2-TZVPD basis set.

The geometry in XYZ format:
```
12
Properties=species:S:1:pos:R:3
H 2.5903 -0.8190 -1.3996
N 2.4825 -0.2687 -0.3941
C 1.0999 -0.4443 -0.2217
C 0.5542 0.3289 0.7769
C -0.9959 0.5557 0.4971
O -1.9362 0.6861 1.2817
N -1.2028 0.0332 -0.7204
N -0.0148 -0.7393 -1.0241
H 0.7872 -0.4403 1.5685
H 0.9901 1.2900 1.2164
H -1.9600 -0.6979 -0.9109
H 0.2790 -0.6400 -2.0712
```

## Properties
* orbital gap: 9.89 eV
* highest occupied orbital energy: -0.34497 Ha
* SMILES string: [H]/N=C1/CC(=O)NN1
* energy relative to the best compared isomer or geometry (same formula, charge and spin): 4.432 eV

Atomic partial charges in e from the natural (NBO) method, atoms 1 to 5: atom 1 (H): 0.30, atom 2 (N): -0.65, atom 3 (C): 0.39, atom 4 (C): -0.60, atom 5 (C): 0.66

=====

Entry 4:
Below is C11H17NO2 in the gas phase at a distorted geometry, with properties calculated with ωB97M-V with the def2-TZVPD basis set.

The geometry in XYZ format:
```
31
Properties=species:S:1:pos:R:3
C 2.7898 1.4221 1.3289
N 3.2605 0.5653 0.2435
C 3.1857 -0.9001 0.3105
C 2.3226 -1.5998 -0.7405
C 0.7936 -1.0507 -0.7754
C 0.4977 0.1018 -1.3701
C -0.6322 0.9013 -1.1254
C -1.6836 0.3364 -0.3931
O -2.7318 1.0710 -0.1513
C -2.6083 2.4997 0.0570
C -1.5175 -0.9595 0.0539
O -2.4453 -1.5713 0.8751
C -3.8524 -1.7368 0.4469
C -0.2252 -1.6418 -0.0528
H 1.6826 1.4272 1.3026
H 3.1390 1.2967 2.3688
H 3.0408 2.4853 0.9537
H 2.6633 0.9365 -0.4789
H 4.2619 -1.1497 0.2195
H 2.9275 -1.2347 1.3059
H 2.5821 -2.6540 -0.5793
H 2.7452 -1.3962 -1.7331
H 1.1067 0.5542 -2.0865
H -0.6713 1.8340 -1.7896
H -2.7147 2.8962 -1.0038
H -3.4775 2.6931 0.7086
H -1.7598 3.1329 0.4723
H -3.9376 -2.8105 -0.0262
H -4.1626 -0.9600 -0.1192
H -4.3636 -1.8486 1.3877
H -0.2156 -2.6399 0.3904
```

## Properties
* orbital gap: 8.97 eV
* highest occupied orbital energy: -0.30006 Ha
* SMILES string: CNCCc1ccc(OC)c(OC)c1
* energy relative to the best compared isomer or geometry (same formula, charge and spin): 4.299 eV

Atomic partial charges in e from the natural (NBO) method, atoms 1 to 5: atom 1 (C): -0.42, atom 2 (N): -0.64, atom 3 (C): -0.22, atom 4 (C): -0.42, atom 5 (C): -0.05

=====

Entry 5:
Below is a molecular structure, CHBr4O2P at a distorted geometry, with properties calculated with ωB97M-V with the def2-TZVPD basis set.

The geometry in XYZ format:
```
9
Properties=species:S:1:pos:R:3
C -0.4582 1.2112 0.4365
O 1.4682 -1.1957 -0.9979
O -0.3337 0.3145 -0.5483
P 0.1382 -1.1649 -0.0683
Br 1.3342 1.6768 1.2408
Br -1.5206 0.4903 1.9463
Br -1.4592 2.7301 -0.3284
Br -1.2349 -2.4568 -1.3580
H 2.0661 -1.6055 -0.3227
```

## Properties
* orbital gap: 9.13 eV
* highest occupied orbital energy: -0.36472 Ha
* energy relative to the best compared isomer or geometry (same formula, charge and spin): 0.869 eV

Atomic partial charges in e from the natural (NBO) method, atoms 1 to 5: atom 1 (C): 0.02, atom 2 (O): -0.97, atom 3 (O): -0.84, atom 4 (P): 1.31, atom 5 (Br): 0.05

=====

Entry 6:
Below is a molecular structure, C29H59AsCl2O10P2SV at a distorted geometry, with properties calculated with ωB97M-V with the def2-TZVPD basis set.

The geometry in XYZ format:
```
105
Properties=species:S:1:pos:R:3
V 0.7371 0.7257 -0.4674
C 1.8388 -0.2042 5.8539
C 0.6577 0.2589 5.0349
C -0.2314 -0.8509 4.5307
O 1.1492 1.0785 3.9077
P 1.6033 0.8083 2.4644
O 0.5465 0.3729 1.4769
C 2.9049 -0.4405 2.4379
P 3.2983 -1.0137 0.7560
O 2.2900 -0.5906 -0.2658
O 4.6947 -0.4585 0.3608
C 6.0262 -1.0003 0.7158
C 6.9962 -0.3217 -0.2194
C 6.3233 -0.7561 2.1776
O 3.3308 -2.5663 0.9349
C 3.1014 -3.5233 -0.1747
C 3.3550 -4.8898 0.4122
C 3.9740 -3.2119 -1.3707
O 2.2260 2.1198 1.9365
C 3.0904 3.0390 2.7143
C 4.2550 3.3775 1.8154
C 2.2458 4.2231 3.1147
H 1.4756 -0.6725 6.7686
H 2.4726 0.6355 6.1348
H 2.4360 -0.9440 5.3184
H 0.0704 0.9821 5.5971
H 0.3409 -1.5976 3.9730
H -1.0217 -0.4519 3.8982
H -0.6917 -1.3564 5.3794
H 2.6070 -1.3096 3.0271
H 3.7993 -0.0159 2.8972
H 5.9821 -2.0712 0.5147
H 7.0201 0.7519 -0.0324
H 6.7182 -0.4920 -1.2581
H 7.9964 -0.7227 -0.0583
H 6.2755 0.3095 2.4098
H 7.3347 -1.0994 2.3941
H 5.6481 -1.3092 2.8319
H 2.0463 -3.4001 -0.4317
H 4.4034 -4.9969 0.6909
H 3.1178 -5.6534 -0.3282
H 2.7371 -5.0594 1.2924
H 5.0304 -3.3305 -1.1278
H 3.8019 -2.2065 -1.7563
H 3.7396 -3.9214 -2.1650
H 3.4283 2.4904 3.5983
H 3.9001 3.8675 0.9087
H 4.8112 2.4828 1.5317
H 4.9307 4.0568 2.3346
H 1.8981 4.7513 2.2270
H 2.8430 4.9085 3.7161
H 1.3799 3.9088 3.6953
O -1.0252 2.6937 1.6738
S -1.4147 2.1466 0.3585
C -3.1292 1.5531 0.4656
C -3.9247 2.3092 -0.5942
C -3.3263 3.7134 -0.6391
C -1.8230 3.4996 -0.7687
H -3.4158 1.8541 1.4759
H -3.1651 0.4712 0.3839
H -4.9858 2.3085 -0.3474
H -3.8130 1.8256 -1.5682
H -3.5527 4.2541 0.2811
H -3.7077 4.2999 -1.4736
H -1.1891 4.3359 -0.4814
H -1.5469 3.1734 -1.7734
O 0.7333 2.2564 -1.4868
O 1.9713 1.8460 -0.9655
C 0.0031 -2.0054 -3.3058
As 0.3238 -0.1490 -2.8489
C 1.9882 0.2170 -3.7565
C -0.9920 0.8863 -3.8646
C -1.0344 0.4792 -5.3081
C -0.2021 1.0903 -6.2422
C -0.2263 0.6932 -7.5711
C -1.0815 -0.3202 -7.9793
C -1.9196 -0.9298 -7.0560
C -1.8958 -0.5315 -5.7282
H 0.2649 -2.1461 -4.3535
H -1.0452 -2.2672 -3.1695
H 0.6237 -2.6361 -2.6726
H 1.9078 -0.0793 -4.8014
H 2.7811 -0.3445 -3.2648
H 2.2053 1.2807 -3.6817
H -0.6913 1.9271 -3.7383
H -1.9615 0.7462 -3.3841
H 0.4553 1.8952 -5.9328
H 0.4160 1.1830 -8.2904
H -1.1039 -0.6256 -9.0164
H -2.5997 -1.7088 -7.3737
H -2.5647 -0.9980 -5.0125
C -1.8514 -1.8312 1.5494
C -0.5482 -2.2053 0.8872
O -0.2850 -1.4249 -0.3074
H -1.9889 -2.4142 2.4604
H -2.7018 -2.0367 0.8981
H -1.8537 -0.7734 1.8114
H -0.5398 -3.2586 0.5964
H 0.2981 -2.0330 1.5467
H -1.1056 -1.4689 -0.8200
Cl -3.3979 -1.1470 -1.9396
C -5.0433 -1.7631 -1.5619
Cl -5.5592 -1.2711 0.0434
H -5.0046 -2.8440 -1.6152
H -5.7108 -1.3425 -2.3039
```

## Properties
* net charge: +2
* multiplicity: 2
* orbital gap (spin up / spin down): 7.38 / 7.87 eV
* highest occupied orbital energy (spin up / spin down): -0.48265 / -0.48288 Ha
* energy relative to the best compared isomer or geometry (same formula, charge and spin): 0.000 eV
* <S²>: 0.771

Atomic partial charges in e from the Löwdin method, atoms 1 to 5: atom 1 (V): 0.81, atom 2 (C): -0.03, atom 3 (C): -0.37, atom 4 (C): -0.03, atom 5 (O): -0.13

=====

Entry 7:
Below is C10H14N2O in the gas phase at a distorted geometry, with properties calculated with ωB97M-V with the def2-TZVPD basis set.

The geometry in XYZ format:
```
27
Properties=species:S:1:pos:R:3
C 2.8637 -0.8942 -0.6262
C 3.0299 0.4405 -0.3785
C 1.6544 -1.4391 -0.2141
C 1.9858 1.3377 -0.1247
C 0.6436 -0.5794 0.0472
C 0.7232 0.8011 0.0616
C -1.5801 0.1011 0.4401
C -0.9444 -2.2317 0.9267
C -0.4804 2.6738 1.1085
C -2.2324 -0.2646 -1.8297
N -0.7257 -0.9499 0.3095
N -0.5325 1.4372 0.2638
O -2.6106 0.1517 -0.5220
H 3.8133 -1.4938 -0.7448
H 3.8496 0.9398 -0.7316
H 1.3892 -2.4716 -0.2930
H 2.1725 2.3949 -0.0336
H -2.1341 0.2352 1.3743
H -0.5039 -2.3260 1.9446
H -1.9573 -2.2885 1.1996
H -0.6536 -3.1362 0.2081
H -1.0411 3.4759 0.6261
H -1.0712 2.4019 2.0333
H 0.5611 2.9143 1.3938
H -3.0104 -0.7094 -2.2664
H -1.3303 -1.0667 -1.7679
H -1.8781 0.5461 -2.4048
```

## Properties
* multiplicity: 3
* orbital gap (spin up / spin down): 4.59 / 6.21 eV
* highest occupied orbital energy (spin up / spin down): -0.13839 / -0.29539 Ha
* energy relative to the best compared isomer or geometry (same formula, charge and spin): 0.596 eV
* <S²>: 2.020

Atomic partial charges in e from the natural (NBO) method, atoms 1 to 5: atom 1 (C): -0.19, atom 2 (C): -0.19, atom 3 (C): -0.45, atom 4 (C): -0.33, atom 5 (C): 0.24

=====

Entry 8:
Below is a molecular structure, C26H44BrN3P2SV at a distorted geometry, with properties calculated with ωB97M-V with the def2-TZVPD basis set.

The geometry in XYZ format:
```
78
Properties=species:S:1:pos:R:3
N -5.7166 -1.8401 5.1655
C -4.9936 -0.8449 5.6617
C -4.3869 0.1051 4.8217
C -4.6635 0.0587 3.4381
C -5.4670 -1.0002 2.9434
C -5.9427 -1.9564 3.8523
C -4.0753 1.0419 2.5393
V 0.0006 1.1957 -0.8687
P 3.9728 0.8495 -1.6747
C -4.5084 1.3178 1.2897
C -3.5509 1.9134 0.3467
C -3.5081 1.4409 -0.9812
C -2.3608 1.6371 -1.7659
C -1.3658 2.4122 -1.1790
C -1.3770 2.9993 0.0967
C -2.5418 2.7804 0.8419
Br 1.7057 2.2339 -2.1321
H -3.1740 1.5450 2.9476
H -5.5044 1.0631 0.9064
H -3.7724 0.9062 5.2349
H -5.6567 -1.1137 1.8734
H -4.8740 -0.7578 6.7462
H -6.5193 -2.8176 3.4957
H -4.3781 0.9081 -1.3858
H -2.6812 3.2932 1.7954
H -2.3332 1.3571 -2.8171
H -0.6687 3.7830 0.3605
P -0.4920 -1.3242 -0.8309
C 4.8671 2.3435 -1.2098
C 5.5266 3.1356 -2.3322
H 5.6011 2.0302 -0.4460
H 4.1402 3.0157 -0.7109
H 5.7744 4.1275 -1.9394
H 6.4642 2.6843 -2.6712
H 4.8553 3.2927 -3.1807
C 3.8200 0.4400 -3.4561
C 5.1222 0.5242 -4.2144
H 3.0618 1.1116 -3.8983
H 3.3935 -0.5804 -3.5170
H 4.8935 0.5325 -5.2855
H 5.6850 1.4340 -3.9885
H 5.7374 -0.3533 -3.9965
C 4.5782 -0.6380 -0.8705
C 6.0960 -0.6094 -0.9013
H 4.1818 -1.5285 -1.3943
H 4.1918 -0.6517 0.1644
H 6.4592 -1.5436 -0.4769
H 6.4767 -0.5202 -1.9211
H 6.4800 0.2126 -0.2972
C 0.3502 -2.5214 0.3041
C 1.8391 -2.7325 0.0711
H -0.1816 -3.4842 0.2063
H 0.1803 -2.1680 1.3336
H 2.1469 -3.6722 0.5482
H 2.0976 -2.8053 -0.9909
H 2.4335 -1.9319 0.5212
C -0.3161 -2.1978 -2.4421
C -1.4023 -1.8635 -3.4597
H -0.3079 -3.2800 -2.2202
H 0.6879 -1.9326 -2.8120
H -1.4054 -2.6374 -4.2338
H -2.4022 -1.8422 -3.0165
H -1.2212 -0.8997 -3.9443
C -2.2517 -1.7632 -0.4412
C -2.6090 -1.9224 1.0294
H -2.4833 -2.7024 -0.9725
H -2.8686 -0.9751 -0.9043
H -3.6740 -1.7171 1.1656
H -2.4326 -2.9508 1.3720
H -2.0571 -1.2393 1.6871
N -0.4230 2.1126 2.9228
C -0.1003 0.8696 2.5162
N -0.6085 -0.1612 3.2044
S 0.9899 0.6997 1.1802
H -1.0938 2.2927 3.6413
H 0.0035 2.8972 2.4535
H -0.1857 -1.0902 3.1436
H -1.2772 -0.0271 3.9585
```

## Properties
* net charge: +2
* multiplicity: 4
* orbital gap (spin up / spin down): 6.38 / 6.95 eV
* highest occupied orbital energy (spin up / spin down): -0.47964 / -0.49617 Ha
* energy relative to the best compared isomer or geometry (same formula, charge and spin): 2.897 eV
* <S²>: 3.839

Atomic partial charges in e from the Löwdin method, atoms 1 to 5: atom 1 (N): 0.07, atom 2 (C): -0.12, atom 3 (C): -0.03, atom 4 (C): -0.23, atom 5 (C): -0.02